Record 1
Below is 3 unconnected molecules or ions with the total composition C32H55BN6O5S at a distorted geometry, with properties calculated with wB97M-V/def2-TZVPD.

The calculation puts the total energy at -64754.3395 eV. Its HOMO-LUMO gap is 6.227 eV. The calculation puts the HOMO energy at -7.95 eV.

The geometry in XYZ format:
```
100
Properties=species:S:1:pos:R:3:lowdin_charge:R:1
H 3.44404 2.89608 2.41051 0.141
O -0.66993 0.50413 2.00477 0.087
S 2.13198 7.84321 1.36939 0.751
H -0.54615 4.08992 -2.62943 0.094
H -1.85689 -2.06466 3.31479 0.074
H -2.31637 -1.23329 -5.07774 0.065
H 1.02835 -4.14932 -3.83051 0.070
N -0.82085 -4.44946 2.51007 -0.190
H 1.73945 1.24524 -1.62856 0.123
H -4.06152 1.65880 -0.62685 0.113
H -0.29016 -2.68054 -4.96531 0.099
H 2.89712 5.21278 -1.14006 0.114
C 1.11333 6.87326 0.49558 -0.560
H -0.10812 -1.92049 3.59224 0.052
C 2.40687 4.43358 -5.65393 -0.070
H 1.88542 -4.36234 -2.30768 0.073
N 0.02828 6.34679 -0.06226 0.112
O 1.01276 0.47688 4.93333 0.032
C 0.72810 2.53272 -0.11458 -0.050
H -3.42891 -3.95156 -3.17086 0.075
H -4.04642 2.13062 2.91430 0.109
C 0.30788 4.18826 -3.39423 -0.021
C 1.68631 -4.05511 2.19843 -0.076
H 0.53008 4.32064 -7.15592 0.089
C 0.92280 -4.08122 -2.74572 -0.085
H 3.99008 4.48712 -3.94510 0.089
H -1.10097 -6.18237 1.36488 0.110
H -2.16470 -3.81955 -4.38703 0.069
H 0.19736 -4.82514 -2.41572 0.055
C 0.01266 -6.79400 3.09624 -0.090
H -0.36418 -7.82065 3.13110 0.072
C 2.56489 2.19537 2.69437 -0.158
C -3.19657 1.09935 -0.09959 -0.079
C 2.29579 4.27717 -1.40765 -0.094
H -2.63326 -1.75501 -2.86241 0.100
H -1.27241 4.12322 -5.17974 0.093
H 0.19709 -4.34330 0.67986 0.104
H 2.34920 -3.40015 1.62471 0.068
H -1.79443 -4.34497 4.35586 0.119
C -0.85194 4.09174 0.80720 0.063
H 0.67278 -1.29456 -4.47468 0.118
H 2.06077 -5.07115 2.07435 0.056
H 0.21972 -6.48990 4.12450 0.068
C -0.31688 -1.75565 -4.37658 -0.270
O -3.26313 4.90710 0.84658 -0.149
C -2.35156 -3.82403 -3.31062 -0.083
O -1.98902 5.30265 2.74047 -0.045
H 0.34706 -2.69928 -1.20609 0.090
C -3.59852 1.21397 2.36359 -0.072
H 0.63064 3.81874 5.12974 0.097
H -1.38625 0.13599 -4.43412 0.074
C 1.46916 1.16866 -0.50835 -0.103
B -1.35549 1.59127 1.35206 -0.553
C -1.89801 -2.53349 -2.63165 -0.252
C 1.03155 4.00528 -0.46863 -0.097
C 2.86288 4.40476 -4.14133 -0.035
C 0.15174 2.80186 4.90464 0.010
C -0.15434 4.21807 -4.90507 -0.070
H -3.39589 -0.02290 0.01072 0.097
C 0.25528 -3.90925 1.68547 -0.254
N -0.57173 -2.01918 -2.96293 -0.192
H -1.87054 -4.70149 -2.87847 0.055
H 3.18526 4.51985 -6.50391 0.086
C 1.28069 1.69320 4.65107 -0.380
C 0.54249 -2.67601 -2.28508 -0.261
H -2.98218 0.61582 3.11957 0.089
C -0.90066 -3.93329 3.87305 -0.265
H 3.62290 1.79482 0.05217 0.104
O 2.60134 1.95352 4.15472 -0.089
H -1.00017 -0.53948 -6.02081 0.074
C 1.81188 4.29531 -2.96017 -0.149
N 0.07786 4.97121 0.08458 -0.040
H -1.97737 -2.66122 -1.54527 0.111
C -1.02234 -2.41627 3.92855 -0.088
H 0.06139 -2.84188 1.52646 0.084
H 0.76397 0.26499 -0.40425 0.117
H 3.67266 0.30796 2.27221 0.129
H 1.78576 -3.77339 3.24919 0.073
C 0.88151 4.32614 -6.05937 -0.080
C 2.87075 0.96407 0.29669 -0.174
H -0.76267 -0.32993 1.47166 0.117
H 0.95121 -6.82164 2.54217 0.054
H 1.42733 -2.03615 -2.39217 0.105
H -2.00089 -6.12670 2.84747 0.109
C 2.69773 0.81081 1.88948 -0.159
H -0.53348 2.46868 5.77233 0.107
H -2.28797 1.21984 -0.81740 0.098
H 1.85328 0.07892 2.19602 0.112
C -1.31831 -0.79373 -5.00571 -0.089
N -0.49621 2.67596 0.70685 0.153
H 2.98295 3.34927 -1.30254 0.105
H 3.34601 -0.02026 -0.08725 0.118
H -1.20646 -2.09563 4.95755 0.082
H -4.49592 0.58807 1.99288 0.101
C -1.01855 -5.89373 2.41944 -0.252
H 1.57916 2.75942 2.50095 0.114
C -2.06775 4.80373 1.56755 -0.523
N -2.82638 1.74981 1.19793 -0.108
H -0.04510 -4.24917 4.48204 0.101
H -0.55002 2.95589 4.00101 0.079
```

Record 2
Below is a molecular structure, C25H26CrIN4O2P at a distorted geometry, with properties calculated with wB97M-V/def2-TZVPD.

The expectation value of S² is 0.776. The energy above the lowest of the compared OMol25 structures with the same formula, charge and spin is 33.9 kJ/mol. The calculation puts the total energy at -82209.2381 eV. Its spin multiplicity is 2. The total charge is +1. Its HOMO-LUMO gap (spin up / spin down) is 7.523 / 7.614 eV. The calculation puts the HOMO energy (spin up / spin down) at -10.83 / -10.78 eV.

The geometry in XYZ format:
```
60
Properties=species:S:1:pos:R:3:nbo_charge:R:1
H 0.75675 -0.94206 5.53403 0.247
H -0.97591 2.22159 -0.06846 0.247
C 2.08378 -2.50466 -3.64257 -0.210
C 3.33161 3.48229 0.95327 -0.177
H -4.16983 -1.99200 1.56326 0.394
H 3.35354 4.32219 -1.02504 0.227
N -0.52061 -1.77412 2.55336 -0.477
C -0.67783 1.05272 -3.24026 -0.160
H 3.95297 4.26090 1.37517 0.227
O -2.78386 1.78666 3.24876 -0.605
C 2.07656 1.44902 1.22121 -0.168
H 0.51602 -4.79188 3.62568 0.254
H -2.25543 -0.74984 -1.63170 0.417
C 0.70642 -2.95083 4.75266 -0.110
C 0.47131 -1.58402 4.71336 -0.229
C 0.34078 -3.72675 3.65748 -0.282
H -3.20438 3.28569 -3.57109 0.226
C -1.18637 2.10462 -1.12487 -0.201
C -3.95670 -0.06604 2.27050 -0.343
H -4.52343 0.28526 1.40718 0.211
H 1.66787 -3.36461 -4.15126 0.222
H 1.16570 -3.41596 5.61385 0.244
C -2.18877 2.84141 -1.73257 -0.200
C -1.67966 1.80557 -3.84502 -0.228
C 2.20920 2.51699 -0.93738 -0.128
H -4.60437 -0.00503 3.14258 0.227
C 3.39734 -2.12490 -3.88446 -0.180
C 3.94355 -1.04170 -3.21357 -0.222
C -0.13555 -1.02960 3.60357 0.071
C 1.84809 -0.67180 -2.09612 -0.431
C 2.86200 2.45819 1.76004 -0.205
C 3.00203 3.51434 -0.39710 -0.224
O -1.75050 0.57108 1.68369 -0.749
H 3.09979 2.44781 2.81560 0.223
H 4.97414 -0.76168 -3.38740 0.226
H 0.29120 -2.07705 -2.53560 0.213
I -0.90963 -4.05568 0.83757 0.310
C -0.25441 -3.07794 2.60431 0.143
H 1.94211 2.54611 -1.98756 0.218
C 1.75912 1.47246 -0.12846 -0.423
H 3.99773 -2.68065 -4.59269 0.226
H -2.77112 3.54406 -1.14922 0.228
C -0.42878 1.20536 -1.88053 -0.432
P 0.75891 0.19015 -0.93109 1.803
H -1.85981 1.70730 -4.90779 0.226
H 1.70373 0.64054 1.83838 0.219
C 1.31307 -1.78322 -2.74746 -0.178
H 3.60829 0.52769 -1.79552 0.219
N -2.82510 -1.05252 -0.84595 -1.022
Cr -1.48486 -1.18397 0.93795 0.978
H -0.08049 0.36443 -3.82663 0.223
H -3.56493 -0.36223 -0.76461 0.394
H -3.30029 -1.88552 2.91325 0.394
N 0.01783 -0.87087 -0.03899 -1.151
C -2.75189 0.87677 2.45221 0.760
N -3.45087 -1.43642 2.01382 -0.814
H -0.33877 0.03055 3.51799 0.253
H -3.25743 -1.92972 -1.11688 0.387
C 3.17408 -0.31224 -2.31822 -0.117
C -2.43394 2.69376 -3.09464 -0.194
```